Entry from the OMol25 dataset: an isolated molecule of C6H10O at a distorted geometry (ωB97M-V/def2-TZVPD).

The calculation puts the relative energy (zero: lowest compared OMol25 entry of this formula, charge and spin) at 66.2 kcal per mole. Its structure (SMILES) is CO[C@@H]1[C@@H]2CC[C@@H]21. The value obtained for the total energy is -309.736841 Eh. The HOMO-LUMO gap comes out at 9.56 eV.

Last column: Mulliken charge in e.
Cartesian coordinates (Å):
O (1.21004, 0.44721, 0.15300)  -0.30
C (0.47419, -0.43002, -0.64279)  -0.28
C (-0.70637, 0.13815, -1.31080)  -0.39
C (2.40521, -0.07046, 0.67922)  -0.77
C (-0.97088, -0.90708, -0.26699)  -0.26
C (-1.33118, 1.15759, -0.31858)  -0.52
C (-1.49900, 0.04551, 0.75366)  -0.66
H (0.78173, -1.45688, -0.66541)  0.43
H (-0.71980, 2.01691, -0.03709)  0.26
H (2.83762, 0.69898, 1.32533)  0.25
H (-1.27462, -1.93404, -0.48513)  0.47
H (-2.30492, 1.48575, -0.68188)  0.31
H (3.13433, -0.30894, -0.11024)  0.30
H (2.21894, -0.97011, 1.28057)  0.33
H (-2.51402, -0.16766, 1.07957)  0.30
H (-0.90376, 0.13457, -2.37733)  0.39
H (-0.83752, 0.12053, 1.62491)  0.17